19
Properties=species:S:1:pos:R:3:forces:R:3:mulliken_charge:R:1 method="wB97M-V/def2-TZVPD" de_lowest_kcal_mol=103.5 largest_force_ev_per_a=0.32 charge=0 homo_lumo_gap_ev=8.94
C 2.183650 -0.188789 0.951901 0.0 0.0 0.1 -1.1250
C 1.445991 -0.553741 -0.334889 0.0 -0.1 0.0 -0.5930
C 0.344760 0.429173 -0.709163 0.2 0.1 0.1 -0.1540
C -0.807665 0.047237 -1.611063 0.0 -0.3 -0.1 -0.8226
C -1.038560 0.137488 -0.230677 0.2 -0.2 -0.1 0.7179
C -1.625052 -0.673848 0.869359 0.0 0.0 0.0 -1.2379
O -2.053141 1.628339 -0.356554 0.1 0.3 0.1 -0.6517
H 2.986823 -0.898283 1.178026 -0.1 0.1 -0.1 0.3621
H 1.500063 -0.175514 1.807996 0.1 0.0 -0.1 0.2613
H 2.635765 0.806196 0.876144 -0.1 -0.1 0.0 0.3028
H 1.018482 -1.561237 -0.250810 0.0 0.1 0.0 0.3133
H 2.159896 -0.607805 -1.167266 -0.1 0.1 0.1 0.3221
H 0.705693 1.464821 -0.740865 -0.1 -0.2 0.0 0.2788
H -0.893410 -0.842058 -2.220304 0.1 0.0 0.0 0.2164
H -1.713069 1.279954 -1.370852 -0.1 0.2 0.1 0.5104
H -2.655766 -0.944705 0.630088 0.1 0.0 0.1 0.3434
H -1.602154 -0.170179 1.839251 0.0 0.0 -0.1 0.3000
H -1.043565 -1.599042 0.951616 0.0 0.1 0.0 0.2843
H -1.548740 2.421985 -0.111946 -0.1 -0.1 0.0 0.3715

=====

11
Properties=species:S:1:pos:R:3:forces:R:3:mulliken_charge:R:1 method="wB97M-V/def2-TZVPD" de_lowest_kcal_mol=50.3 largest_force_ev_per_a=3.13 charge=0 homo_lumo_gap_ev=10.94 smiles=C1COCO1
C 1.168534 -0.395427 -0.235639 0.2 -0.2 0.3 -0.2269
C 0.612252 0.961386 0.309539 0.9 1.9 -2.2 -0.3468
O -0.697608 0.958268 -0.303838 0.6 -0.9 1.4 -0.3397
C -1.138348 -0.336991 0.051676 0.1 -0.9 -1.1 -0.2095
O 0.013530 -1.217062 0.160951 0.8 1.0 -0.7 -0.3575
H 1.268809 -0.391058 -1.455247 0.0 0.1 3.1 0.2233
H 2.146243 -0.769059 0.341242 -2.3 0.7 -1.5 0.2598
H 1.124421 1.898625 -0.129789 -0.6 -1.5 0.9 0.2440
H 0.500217 1.061116 1.410122 0.4 -0.4 -0.6 0.2620
H -1.761939 -0.675950 -0.784106 -0.1 0.0 0.3 0.2411
H -1.659754 -0.427127 1.007416 0.0 0.4 0.1 0.2503

=====

10
Properties=species:S:1:pos:R:3:forces:R:3:mulliken_charge:R:1 method="wB97M-V/def2-TZVPD" de_lowest_kcal_mol=60.0 largest_force_ev_per_a=3.33 charge=0 homo_lumo_gap_ev=8.96
O -2.278043 -1.156482 0.606761 -1.7 -1.2 1.4 -0.5093
N -1.875867 -0.294696 -0.060461 1.1 0.5 -2.7 1.1090
O -0.790378 0.166900 -0.086636 1.5 1.5 0.1 -0.5327
O -2.745723 0.129974 -1.063390 -2.4 -0.3 -0.2 -0.4716
H -2.462482 0.616440 -1.874533 1.3 -0.3 1.4 0.3815
H 1.628853 -0.486949 2.082314 0.9 1.6 0.1 0.2206
N 1.478525 -0.897329 1.168828 -0.4 -1.4 -1.5 -0.2385
N 1.860215 -0.459527 0.076636 -0.5 -2.1 0.6 -0.0758
C 2.488808 0.660557 -0.259583 -0.9 -1.1 2.2 0.4382
N 2.696088 1.721115 -0.589936 1.1 2.8 -1.3 -0.3214

=====

33
Properties=species:S:1:pos:R:3:forces:R:3:mulliken_charge:R:1 method="wB97M-V/def2-TZVPD" largest_force_ev_per_a=1.18 charge=0 homo_lumo_gap_ev=6.78
C 3.491510 -1.595429 0.539601 -0.3 0.0 -0.4 -1.4106
C 2.471999 -0.468601 0.583999 0.6 0.2 0.3 -0.1672
N 2.140806 0.080255 -0.731740 -0.7 -0.1 -0.2 0.1557
C 1.324490 1.296370 -0.625867 -0.2 0.1 0.7 -0.1827
C 2.167278 2.536706 -0.301444 -0.4 0.1 -0.1 -1.4637
C 1.695591 -0.882699 -1.663971 0.3 0.2 -0.1 0.0499
S 2.715400 -1.496741 -2.767039 0.0 -0.2 -0.1 -0.1902
S 0.061386 -1.541165 -1.761110 0.0 0.0 0.0 -0.2378
C -1.000556 -0.771490 -0.526015 -0.5 0.2 0.3 -0.3330
C -2.447445 -1.226990 -0.761552 0.1 0.1 0.5 -0.8323
C -3.372633 -0.351104 0.073274 0.6 -0.4 -0.8 -0.9953
N -3.078519 -0.446491 1.538218 -0.3 -0.6 0.1 -0.2346
H 3.861570 -1.821569 1.536284 0.0 0.0 0.1 0.4329
H 3.059024 -2.499352 0.112578 0.0 -0.1 0.0 0.3369
H 4.308953 -1.292232 -0.110918 0.2 0.0 0.1 0.3361
H 1.570390 -0.756683 1.144547 -0.1 -0.1 -0.1 0.1538
H 2.937010 0.348065 1.138715 -0.2 0.1 0.0 0.3781
H 0.603134 1.175105 0.188318 0.0 0.0 0.0 0.1109
H 0.719419 1.454339 -1.515084 0.3 -0.2 -0.3 0.4764
H 3.233084 2.326134 -0.317003 0.1 0.0 -0.1 0.3663
H 1.893324 2.936866 0.672749 0.1 -0.1 0.1 0.3437
H 1.936184 3.329646 -1.009354 0.2 0.0 -0.1 0.3723
H -1.014439 0.313339 -0.592591 0.1 0.0 -0.2 0.3567
H -0.707696 -1.017642 0.497258 0.3 -0.2 -0.1 0.2861
H -2.719685 -1.013106 -1.794181 0.0 -0.2 -0.1 0.4341
H -2.581996 -2.292339 -0.556806 0.1 -0.1 -0.2 0.3676
H -3.102326 0.688712 -0.109381 -0.6 1.0 -0.1 0.5173
H -4.420952 -0.543548 -0.126300 -0.1 -0.1 0.3 0.3852
H -3.825012 -0.020400 2.084449 0.1 0.3 -0.1 0.3699
H -2.227259 0.085980 1.738329 -0.1 0.4 -0.1 0.3403
H -2.984542 -1.419147 1.830812 0.1 0.0 0.1 0.3341
O -2.921774 2.361179 0.596138 0.2 -0.8 0.4 -0.9945
H -3.785718 2.524032 0.995084 0.1 0.2 -0.1 0.1375

=====

9
Properties=species:S:1:pos:R:3:forces:R:3:mulliken_charge:R:1 method="wB97M-V/def2-TZVPD" de_lowest_kcal_mol=59.0 largest_force_ev_per_a=3.72 charge=0 homo_lumo_gap_ev=11.28 smiles="C=C(F)[SiH3]"
C 1.100986 0.854950 0.877338 -1.5 -0.8 -0.7 -0.6793
C 0.223595 -0.086384 0.564842 0.2 -1.5 0.4 0.2997
F 0.018540 -1.291296 1.479753 0.6 3.1 -2.0 -0.3051
Si -0.830933 -0.416459 -1.016285 -0.5 0.9 1.6 0.4438
H 1.225281 1.718595 0.256014 -0.1 0.1 -0.5 0.2286
H 1.618596 0.872098 1.771792 1.0 -0.2 1.7 0.3074
H -2.147942 -0.048915 -0.448176 -0.2 -0.4 -0.4 -0.0841
H -0.744268 0.159317 -2.366929 0.5 0.5 0.2 -0.1104
H -0.463855 -1.761907 -1.118350 -0.1 -1.8 -0.4 -0.1005

=====

20
Properties=species:S:1:pos:R:3:forces:R:3:mulliken_charge:R:1 method="wB97M-V/def2-TZVPD" de_lowest_kcal_mol=102.5 largest_force_ev_per_a=4.30 charge=0 homo_lumo_gap_ev=8.99 smiles="CC(=O)c1ncsc1C[S@H](=N)=O"
C -1.021259 -0.437687 -2.193875 0.0 3.9 -1.6 -1.6405
C -1.024724 -0.152081 -0.768700 0.8 0.0 -0.4 0.6566
O -1.684679 -0.847989 -0.036275 -0.2 0.2 1.2 -0.5780
C -0.055831 0.896229 -0.343316 0.4 0.0 2.0 -0.1496
N 0.665046 1.601084 -1.264137 -0.7 0.7 -0.2 -0.5097
C 1.414480 2.492990 -0.714234 -0.5 -1.8 1.8 -0.2879
S 1.517032 2.354400 1.060410 -0.4 0.6 -1.7 -0.1114
C 0.277975 1.189515 0.979749 -0.3 -0.3 -0.7 0.8697
C -0.161094 0.582794 2.265514 -2.9 -1.0 -2.2 -0.8802
S 0.736970 -1.011809 2.425608 2.8 -1.5 1.0 0.6935
N 0.914672 -2.026533 1.287734 -0.9 1.6 -0.4 -0.6201
O 0.403455 -1.575454 3.723845 -0.1 0.9 -0.4 -0.6126
H -1.369118 -1.336287 -2.433130 -2.2 -3.6 -0.6 0.4999
H -0.109031 -0.400617 -2.683204 2.7 0.0 -0.1 0.4378
H -1.429847 0.353654 -2.869997 -0.7 -0.4 1.0 0.3576
H 1.932681 3.200596 -1.260937 1.2 1.2 -0.8 0.5286
H -1.336420 0.504659 2.298958 2.4 -0.6 -0.2 0.3103
H 0.053809 1.239890 3.044431 0.9 0.6 1.7 0.5425
H 2.176308 -0.462767 2.511765 -2.7 -0.6 0.0 0.1750
H 0.137024 -2.084414 0.612887 0.3 -0.1 0.7 0.3185

=====

89
Properties=species:S:1:pos:R:3:forces:R:3:mulliken_charge:R:1 method="wB97M-V/def2-TZVPD" de_lowest_kcal_mol=61.5 largest_force_ev_per_a=1.32 charge=+2 homo_lumo_gap_ev="4.44 / 4.45"
Pt -0.113038 0.645369 -0.585663 0.9 0.9 0.0 2.8827
C 0.493968 -4.383464 -3.806775 -0.1 -0.1 -0.1 -1.1854
Si 0.799770 -2.575329 -3.955607 -0.1 -0.1 0.5 0.6106
C 2.553953 -2.173404 -4.422348 0.1 0.3 0.1 -0.5921
C -0.392056 -1.637149 -5.005446 0.1 0.0 0.0 -0.9383
As 1.743192 -0.600565 -1.419867 -0.7 0.1 0.1 0.1143
Si 2.447668 1.346234 -2.866785 0.1 -0.5 0.1 0.6509
C 4.125486 0.896549 -3.526986 0.2 0.2 -0.1 -1.2876
C 1.154477 1.648204 -4.146159 0.0 0.1 -0.1 -1.1116
C 2.584160 2.597482 -1.494303 0.0 0.1 0.0 -0.8643
Si 3.452429 -1.686687 0.023654 0.1 0.3 -0.3 0.3061
C 2.878781 -2.525358 1.551730 0.0 0.0 0.0 -0.7292
C 4.170837 -2.795527 -1.281953 0.1 -0.1 0.1 -1.0075
C 4.401678 -0.106299 0.320091 0.1 0.0 0.1 -1.0408
H 0.953092 -4.881667 -4.668134 0.0 0.0 0.1 0.4597
H -0.569413 -4.624614 -3.808334 0.0 0.0 0.0 0.3222
H 0.934756 -4.807065 -2.901547 0.0 0.0 0.0 0.3249
H 2.574508 -2.093507 -5.516152 0.0 -0.1 0.1 0.4262
H 3.251858 -2.959761 -4.126865 -0.1 0.0 0.0 0.3380
H 2.937715 -1.213724 -4.039704 -0.2 -0.4 -0.2 -0.4210
H -0.414086 -2.178154 -5.960159 0.0 0.1 0.0 0.4588
H -0.062830 -0.619779 -5.214152 0.0 0.0 0.0 0.2303
H -1.407318 -1.609017 -4.624511 0.0 0.0 0.1 0.2993
H 4.093496 0.667145 -4.594554 0.0 0.0 0.1 0.4575
H 4.586208 0.049783 -3.014997 0.0 0.0 0.0 0.3111
H 4.791700 1.754974 -3.389942 0.0 0.0 0.0 0.4249
H 1.395855 1.099214 -5.058213 0.0 0.0 0.0 0.3606
H 1.149874 2.716220 -4.390754 0.0 -0.1 0.0 0.5127
H 0.154329 1.364070 -3.826083 0.0 0.0 0.0 0.2082
H 3.509774 2.464128 -0.931693 0.0 0.0 0.0 0.3088
H 1.747997 2.661660 -0.794325 0.0 0.0 -0.1 0.1679
H 2.645953 3.571199 -1.998142 0.0 0.0 0.1 0.4468
H 2.235044 -3.375660 1.337224 0.0 0.0 0.0 0.3224
H 2.357569 -1.847650 2.227231 0.0 0.0 0.0 0.0415
H 3.789057 -2.885179 2.047698 -0.1 0.0 0.0 0.4649
H 3.486630 -3.614891 -1.516070 0.0 0.0 0.0 0.2777
H 5.092298 -3.244954 -0.894525 -0.1 0.0 0.0 0.5131
H 4.426423 -2.269704 -2.203749 0.0 0.0 0.1 0.2519
H 3.749965 0.678052 0.717618 0.0 0.0 0.0 0.2656
H 4.902162 0.258657 -0.579835 -0.1 0.0 0.0 0.3141
H 5.177566 -0.268463 1.074092 0.0 -0.1 0.0 0.5183
F -1.026656 -3.806359 -0.589182 0.0 -0.4 -0.2 -0.4035
Te -1.055265 -2.012362 -1.051448 0.1 -0.9 0.3 1.0728
F -1.950853 -2.678157 -2.602057 0.4 0.1 -0.2 -0.4832
F -0.953340 0.050616 -2.317488 0.1 0.4 0.1 -0.8751
F 0.317026 -2.044008 0.362896 -0.1 -0.2 0.1 -0.4465
F -1.683987 -0.429355 1.585661 0.0 -0.1 0.1 -0.6230
O 0.712795 -2.053772 -2.161454 -0.5 0.5 -0.3 -0.7013
O -0.861759 2.582355 0.076241 -0.1 -0.4 0.0 -1.1366
C -1.769446 3.324213 -0.366261 -0.2 -0.1 0.2 0.5016
C -2.879749 2.798075 -1.201950 -0.1 0.0 0.0 -0.6579
C -3.877890 2.276265 -0.118930 0.1 0.0 0.0 0.0341
C -4.201420 3.225283 1.055182 0.0 0.0 0.0 -1.0858
C -3.076243 3.472116 2.085423 0.0 0.0 0.0 0.3211
C -2.046189 4.538553 1.661839 0.0 0.0 -0.2 -1.0572
N -1.952184 4.534766 0.177457 0.1 0.0 0.1 -0.1783
H -2.566027 1.987734 -1.857568 0.0 0.0 0.0 -0.0852
H -3.334664 3.587744 -1.801605 0.0 0.0 0.0 0.4972
H -3.475627 1.343388 0.289307 0.0 0.0 0.0 -0.1474
H -4.803923 2.020325 -0.632790 0.0 0.0 0.0 0.4654
H -5.041750 2.776748 1.584567 0.0 0.0 0.0 0.5148
H -4.586978 4.176829 0.672461 0.0 0.0 0.0 0.3040
H -2.562668 2.525920 2.281553 0.0 0.0 0.0 -0.3143
H -3.520136 3.775354 3.033649 0.0 0.0 0.0 0.4879
H -1.064590 4.348160 2.085535 0.0 0.0 0.0 0.2839
H -2.347335 5.542773 1.948328 0.0 0.0 0.0 0.4402
H -2.707895 5.045974 -0.253503 0.0 0.0 0.0 0.4057
C -3.165950 -0.883511 5.973174 0.0 0.1 0.1 -0.9152
N -3.379601 -1.241573 4.591139 -0.4 -0.3 0.1 0.2727
C -4.167081 -0.322908 3.805792 0.2 0.2 -0.1 -1.0727
C -2.331108 -1.969864 3.933649 0.2 0.2 -0.1 -2.1571
C -1.043134 -1.174803 3.748383 0.0 0.0 0.1 0.8299
C -0.079036 -1.089104 4.753775 0.0 -0.1 0.1 -0.5442
C 1.055546 -0.296893 4.638693 0.0 0.0 0.0 -0.8003
C 1.279774 0.440515 3.482149 0.0 0.0 -0.1 -1.5426
C 0.341234 0.356458 2.467321 -0.1 -0.2 -0.3 0.5460
C -0.782628 -0.430286 2.621333 -0.1 0.2 -0.2 1.0096
H -4.105354 -0.538778 6.406159 0.0 0.0 0.0 0.3397
H -2.420890 -0.086929 6.138173 0.0 0.0 -0.1 0.2932
H -2.849252 -1.760633 6.543395 0.0 0.0 -0.1 0.3105
H -5.168448 -0.228954 4.227721 0.0 0.0 0.1 0.4181
H -4.275601 -0.709036 2.790142 0.0 0.0 0.0 0.2510
H -3.748992 0.698249 3.725987 0.1 -0.1 0.1 0.3670
H -2.692251 -2.294957 2.958260 0.0 -0.1 0.0 0.4283
H -2.090130 -2.869717 4.504307 0.0 0.0 0.1 0.5871
H -0.234504 -1.668333 5.657936 0.0 0.0 0.0 0.5199
H 1.766123 -0.250150 5.453443 0.0 0.0 0.0 0.4533
H 2.155892 1.069037 3.381825 0.0 0.0 0.0 0.4873
H 0.460619 0.901647 1.516347 0.1 0.4 -0.1 0.3708

=====

| no. | DFT total energy (eV) |
| --- | --- |
| 1 | -8459.864 |
| 2 | -7301.496 |
| 3 | -13164.475 |
| 4 | -35315.021 |
| 5 | -12747.889 |
| 6 | -35093.714 |
| 7 | -141362.203 |